This record from the Open Molecules 2025 dataset describes C25H20F10N4Tc as an isolated structure at a distorted geometry. The level of theory is ωB97M-V with the def2-TZVPD basis set.

Each line ends with the Mulliken charge.
Atoms and positions in Å:
Tc (-0.0524, -0.5057, 0.0863)  -0.4825
C (0.4966, -0.0202, -2.5272)  -0.0972
C (0.5862, 1.3347, -2.8235)  -0.4854
C (-0.5677, 2.1162, -2.8694)  -0.4808
C (-1.7886, 1.5766, -2.5113)  -0.8033
C (-1.8882, 0.2280, -2.1559)  0.1044
C (-0.7604, -0.5933, -2.2497)  -1.1230
H (1.3682, -0.6518, -2.6258)  0.5468
H (1.5440, 1.7637, -3.0868)  0.4922
H (-0.5024, 3.1519, -3.1758)  0.4461
H (-2.6810, 2.1882, -2.5270)  0.4981
H (-2.8523, -0.2068, -1.9317)  0.5576
H (-0.8770, -1.6677, -2.2238)  0.8186
C (-0.6764, 2.7596, 0.3100)  -1.4454
N (-0.1917, 1.5511, 1.0309)  0.7801
C (-1.1288, 1.3749, 2.1955)  -1.0744
C (-1.1732, -0.0366, 2.7244)  -0.8596
N (-1.1100, -0.9475, 1.5720)  0.7202
C (-1.7365, -2.2153, 1.7171)  -0.5560
C (-2.5553, -2.6972, 0.7083)  0.1715
F (-2.7366, -1.9750, -0.4094)  -0.2563
C (-3.2279, -3.8987, 0.8257)  0.1854
F (-4.0163, -4.3183, -0.1479)  -0.2763
C (-3.0666, -4.6587, 1.9756)  0.6355
F (-3.6869, -5.8151, 2.0969)  -0.2534
C (-2.2377, -4.2071, 2.9901)  0.1228
F (-2.0543, -4.9362, 4.0750)  -0.2612
C (-1.5837, -2.9933, 2.8521)  0.6245
F (-0.7547, -2.5924, 3.8232)  -0.3146
C (1.1946, 1.8661, 1.4695)  -1.5740
C (1.8642, 0.6759, 2.1014)  -0.7186
N (1.7066, -0.4726, 1.1545)  0.5226
C (2.6168, -1.4079, 1.1469)  -0.4256
C (3.5518, -1.6344, 2.2056)  0.5884
F (3.4268, -1.0250, 3.3834)  -0.2905
C (4.5299, -2.5641, 2.0796)  0.2085
F (5.3365, -2.8035, 3.0743)  -0.2118
C (4.7595, -3.3623, 0.8762)  0.5884
F (5.7930, -4.1722, 0.8917)  -0.2523
C (3.9305, -3.2135, -0.1453)  -0.7895
F (4.0798, -3.8522, -1.2924)  -0.2812
C (2.7279, -2.3079, -0.0966)  2.2656
F (2.8699, -1.4484, -1.1764)  -0.3393
H (-0.7146, 3.5981, 1.0096)  0.3793
H (-1.6693, 2.5741, -0.0849)  0.4218
H (0.0099, 2.9951, -0.4973)  0.4401
H (-2.1186, 1.6322, 1.8187)  0.5300
H (-0.8750, 2.0961, 2.9772)  0.2283
H (-2.1100, -0.1889, 3.2647)  0.6872
H (-0.3710, -0.2781, 3.4205)  0.3418
H (1.1711, 2.7084, 2.1666)  0.3597
H (1.7436, 2.1778, 0.5804)  0.4874
H (1.4776, 0.4369, 3.0856)  0.3287
H (2.9261, 0.8929, 2.2065)  0.8157
C (1.3331, -4.5682, -0.4683)  -1.6859
C (1.4000, -3.0828, -0.2691)  0.0695
N (0.4340, -2.2870, -0.2551)  0.1882
H (0.2978, -4.8964, -0.4215)  0.4129
H (1.9122, -5.0753, 0.3046)  0.4151
H (1.7530, -4.8335, -1.4376)  0.3552

The calculation puts the relative energy (zero: lowest compared OMol25 entry of this formula, charge and spin) at 12.6 kJ/mol. The net charge is +2. The spin multiplicity is 2. The expectation value of S² is 0.796. The calculation puts the orbital gap (spin up / spin down) at 6.28 / 6.60 eV.

---

This record from the Open Molecules 2025 dataset describes C25H20F3GeO7S5Ti as an isolated structure at a distorted geometry. The level of theory is ωB97M-V with the def2-TZVPD basis set.

Each line ends with the Mulliken charge.
Atoms and positions in Å:
Ti (1.4715, 1.1770, 0.3406)  0.5012
C (0.7921, -6.1338, -1.1133)  -0.6436
O (-0.0274, -5.1865, -0.3156)  -0.4516
C (0.5053, -4.1356, 0.3965)  0.3392
C (0.7800, -4.1407, 1.7587)  -0.6451
C (1.0924, -3.0438, 2.4861)  -1.4719
C (1.0545, -1.7218, 1.9164)  1.0299
C (1.3294, -0.5238, 2.6912)  0.7383
C (1.9979, -0.5857, 3.9894)  -1.3766
O (1.1970, 0.6742, 2.1781)  -0.3433
C (0.7914, -1.7279, 0.4965)  0.4322
O (0.8129, -0.5457, -0.1397)  0.0266
C (0.4445, -2.8785, -0.1978)  -0.4857
H (0.6032, -5.8734, -2.1401)  0.2679
H (0.4917, -7.2157, -0.8842)  0.2361
H (1.8898, -6.0132, -0.8914)  0.2964
H (0.8073, -5.1259, 2.2262)  0.3494
H (1.3031, -3.1267, 3.5429)  0.2526
H (1.6410, 0.1835, 4.6360)  0.3360
H (3.0996, -0.5255, 3.7370)  0.2382
H (1.7418, -1.5328, 4.3518)  0.4979
H (0.1343, -2.7666, -1.2144)  0.5024
O (6.0687, 1.9818, -4.3429)  -0.6137
C (5.2871, 1.7766, -3.4408)  0.5961
S (5.5365, 0.7995, -2.0459)  -0.1947
C (3.9580, 1.1437, -1.3093)  0.1646
C (2.9998, 1.6788, -2.1182)  0.1331
S (1.3275, 1.6561, -2.0302)  -0.4213
S (3.6019, 2.4991, -3.5736)  -0.1599
S (3.8041, 0.6833, 0.3711)  -0.6073
Ge (-1.1582, 1.9546, -0.7296)  0.5901
C (-2.5648, 1.3164, 0.6439)  -0.3958
C (-2.1630, 0.7567, 1.8863)  -0.2010
C (-2.9994, -0.0701, 2.5995)  -0.4967
C (-4.3504, -0.0905, 2.2477)  -0.3382
C (-4.8172, 0.6850, 1.2019)  -0.6781
C (-3.9174, 1.3003, 0.3316)  -0.1710
C (-1.8707, 0.8895, -2.2604)  -0.2315
C (-2.3999, -0.3992, -2.1724)  0.1483
C (-2.7354, -1.0955, -3.3207)  -0.6635
C (-2.4594, -0.6243, -4.5895)  -0.4427
C (-2.0171, 0.6791, -4.7356)  -0.6072
C (-1.6897, 1.4149, -3.5865)  0.0756
H (-1.4568, 3.4701, -0.9557)  -0.0359
H (-1.2119, 0.9629, 2.3248)  0.4309
H (-2.5676, -0.6770, 3.4284)  0.3396
H (-5.0747, -0.6610, 2.8684)  0.3032
H (-5.8598, 0.6210, 0.9553)  0.3493
H (-4.2462, 1.7045, -0.6183)  0.3964
H (-2.6343, -0.9152, -1.1898)  0.2952
H (-3.3195, -1.9935, -3.2618)  0.3867
H (-2.6446, -1.2538, -5.4457)  0.3925
H (-2.2106, 1.3218, -5.6418)  0.2556
H (-1.3338, 2.4666, -3.6912)  0.2792
F (0.8398, 6.1071, 2.8634)  -0.2299
C (0.7070, 4.9281, 2.2707)  0.6039
F (-0.3137, 4.9406, 1.4434)  -0.2154
F (0.4248, 3.9961, 3.2258)  -0.2413
S (2.2036, 4.3455, 1.2964)  1.1688
O (3.2617, 3.9936, 2.2258)  -0.6880
O (2.3566, 5.3858, 0.3358)  -0.6298
O (1.6857, 3.0902, 0.6888)  -0.2728

The calculation puts the relative energy (zero: lowest compared OMol25 entry of this formula, charge and spin) at 217.3 kJ/mol. The net charge is -1. The spin multiplicity is 3. The expectation value of S² is 2.020. The calculation puts the orbital gap (spin up / spin down) at 5.53 / 4.86 eV.

---

This record from the Open Molecules 2025 dataset describes C25H20FeN6O2S as an isolated structure at a distorted geometry. The level of theory is ωB97M-V with the def2-TZVPD basis set.

Each line ends with the Mulliken charge.
Atoms and positions in Å:
Fe (-0.5683, 0.8631, 0.0989)  0.2747
O (0.9960, 2.1714, 3.3665)  -0.5555
C (0.8059, 1.2538, 2.6130)  -0.0580
N (-0.4118, 0.7157, 2.2319)  0.3149
C (-1.1694, -0.1942, 2.8103)  0.5597
C (-1.1091, -0.5368, 4.1933)  -0.7948
C (-2.0028, -1.4244, 4.7054)  -0.5993
C (-2.9978, -2.0107, 3.8784)  -0.5659
C (-3.0657, -1.7283, 2.5403)  -0.7103
C (-2.1311, -0.8531, 1.9526)  0.3643
N (-2.0241, -0.6742, 0.6148)  -0.0646
C (-3.0166, -0.2841, -0.2266)  0.1739
O (-3.3384, -0.8303, -1.2699)  -0.7528
C (-3.5340, 1.0993, 0.0833)  0.9726
C (-4.8463, 1.4825, -0.1069)  -0.8710
C (-5.1857, 2.8016, 0.1507)  -0.2782
C (-4.2016, 3.6815, 0.5727)  -0.7661
C (-2.9057, 3.2175, 0.7149)  -0.3380
N (-2.5692, 1.9476, 0.4796)  0.0752
C (1.9140, 0.5941, 1.8199)  0.7255
C (3.2241, 0.6459, 2.2538)  -0.8619
C (4.1774, -0.0661, 1.5411)  -0.4590
C (3.7772, -0.8055, 0.4405)  -0.5947
C (2.4414, -0.7845, 0.0703)  -0.5399
N (1.5202, -0.0926, 0.7344)  0.0704
H (-0.3796, -0.0404, 4.8201)  0.4703
H (-1.9701, -1.6758, 5.7567)  0.4209
H (-3.6987, -2.7116, 4.3115)  0.4165
H (-3.7979, -2.2108, 1.9054)  0.4890
H (-5.5723, 0.7605, -0.4523)  0.4583
H (-6.2032, 3.1420, 0.0137)  0.4470
H (-4.4276, 4.7163, 0.7853)  0.4096
H (-2.1089, 3.8754, 1.0382)  0.4688
H (3.4686, 1.2314, 3.1288)  0.4959
H (5.2164, -0.0483, 1.8411)  0.4361
H (4.4854, -1.3845, -0.1350)  0.4616
H (2.0955, -1.3426, -0.7893)  0.7022
N (-1.2037, -1.6599, -2.6094)  -0.2878
C (-0.1300, -0.8910, -2.6982)  0.7840
S (-0.2295, 0.7697, -2.2279)  -0.4028
N (0.9756, -1.4367, -3.2188)  -0.1494
C (2.2968, -0.9193, -3.3746)  0.5384
C (2.5703, 0.3935, -3.7239)  -0.4993
C (3.8919, 0.7943, -3.8594)  -0.7452
C (4.9322, -0.1029, -3.6700)  -0.5212
C (4.6482, -1.4231, -3.3497)  -0.6543
C (3.3334, -1.8303, -3.1993)  -0.2270
H (-2.0655, -1.2965, -2.1873)  0.2254
H (-1.2090, -2.6024, -2.9657)  0.1813
H (0.9135, -2.4272, -3.4125)  0.2749
H (1.7690, 1.0945, -3.9022)  0.4932
H (4.1045, 1.8186, -4.1342)  0.4059
H (5.9575, 0.2191, -3.7885)  0.4299
H (5.4480, -2.1396, -3.2196)  0.4255
H (3.1106, -2.8616, -2.9461)  0.3311

The calculation puts the relative energy (zero: lowest compared OMol25 entry of this formula, charge and spin) at 187.7 kJ/mol. The net charge is +1. The spin multiplicity is 6. The expectation value of S² is 8.782. The calculation puts the orbital gap (spin up / spin down) at 7.62 / 6.93 eV.

---

This record from the Open Molecules 2025 dataset describes C25H20MnN4O7S2 as an isolated structure at a distorted geometry. The level of theory is ωB97M-V with the def2-TZVPD basis set.

Each line ends with the Mulliken charge.
Atoms and positions in Å:
Mn (-1.8512, 0.1922, -2.1515)  0.2981
S (0.3234, -0.3428, -2.2217)  -0.0351
C (0.8401, -0.2305, -0.5980)  0.6131
N (2.0981, -0.0267, -0.2999)  0.2617
C (2.4739, 0.2370, 1.0872)  -0.7921
C (1.6500, -0.6105, 2.0215)  -0.6422
N (0.2271, -0.4237, 1.7364)  0.1746
C (-0.6867, -0.5786, 2.8732)  -1.5517
C (-0.6351, -1.9876, 3.4259)  0.8268
C (-0.1272, -2.2218, 4.6973)  -0.3586
C (-0.0894, -3.5121, 5.2063)  -0.6313
C (-0.5480, -4.5728, 4.4407)  -0.4265
C (-1.0500, -4.3441, 3.1663)  -0.7253
C (-1.0944, -3.0563, 2.6586)  -0.0801
C (-0.1676, -0.3219, 0.4851)  0.4757
S (-1.8218, -0.3472, 0.0704)  0.0395
C (3.1847, 0.0059, -1.2853)  -1.5072
C (4.0585, -1.2177, -1.1053)  0.7762
C (5.3658, -1.1040, -0.6513)  -0.2926
C (6.1348, -2.2430, -0.4539)  -0.6116
C (5.5972, -3.4971, -0.6985)  -0.4369
C (4.2880, -3.6149, -1.1478)  -0.7760
C (3.5219, -2.4796, -1.3510)  -0.1877
H (2.3231, 1.3007, 1.2950)  0.3273
H (3.5284, 0.0016, 1.2110)  0.4440
H (1.8424, -0.3187, 3.0515)  0.5059
H (1.9051, -1.6688, 1.9170)  0.3262
H (-1.6907, -0.3176, 2.5531)  0.5510
H (-0.3707, 0.1265, 3.6429)  0.4675
H (0.2248, -1.3935, 5.3023)  0.3598
H (0.2966, -3.6865, 6.2017)  0.3893
H (-0.5253, -5.5782, 4.8391)  0.3972
H (-1.4164, -5.1695, 2.5704)  0.4077
H (-1.5031, -2.8752, 1.6716)  0.3697
H (3.7610, 0.9172, -1.1194)  0.4372
H (2.7532, 0.0398, -2.2810)  0.5723
H (5.7973, -0.1258, -0.4696)  0.4067
H (7.1538, -2.1478, -0.1035)  0.3952
H (6.2003, -4.3832, -0.5533)  0.4004
H (3.8646, -4.5918, -1.3404)  0.4198
H (2.5050, -2.5705, -1.7196)  0.3887
O (-5.6667, 0.6833, -2.9326)  -0.5619
C (-4.5533, 1.0225, -2.6553)  0.2884
O (-3.5910, 0.1497, -2.3495)  -0.7123
C (-4.1378, 2.4701, -2.6180)  0.0781
C (-5.1284, 3.4321, -2.6665)  -0.6672
C (-4.7874, 4.7703, -2.6664)  -0.3135
C (-3.4683, 5.1755, -2.6068)  -0.2561
C (-2.4735, 4.2266, -2.5259)  -0.1686
C (-2.7733, 2.8395, -2.5567)  1.1916
O (-1.8092, 1.9449, -2.5559)  -0.6805
N (-1.0892, 4.6992, -2.3932)  0.8931
O (-0.2986, 4.0117, -1.7679)  -0.5397
O (-0.8487, 5.8105, -2.8175)  -0.5670
N (-5.8444, 5.7932, -2.7000)  1.0492
O (-5.4911, 6.9559, -2.7131)  -0.6090
O (-6.9921, 5.4004, -2.7352)  -0.6018
H (-6.1648, 3.1262, -2.7114)  0.5940
H (-3.2237, 6.2276, -2.6017)  0.6064

The net charge is +1. The spin multiplicity is 5. The expectation value of S² is 6.064. The calculation puts the orbital gap (spin up / spin down) at 6.05 / 6.26 eV.

---

no.,electronic energy (Ha)
1,-2262.4342
2,-6708.3631
3,-3105.4441
4,-3657.3937